1.
Molecular formula: C15H22N5S2Y
Method: DFT, ωB97M-V with the def2-TZVPD basis set

## Properties
Spin multiplicity: 1
Energy relative to the best compared isomer or geometry (same formula, charge and spin) in kcal/mol: 27.5
Total energy in a.u.: -1692.81408
Total charge: +2
LUMO energy in eV: -7.00
HOMO-LUMO gap in eV: 6.67
E_HOMO in eV: -13.7

The geometry in XYZ format:
```
45
C15H22N5S2Y, DFT ωB97M-V with the def2-TZVPD basis set
Y -0.3567 0.4339 0.7518
N -2.0684 1.1815 -0.9739
C -1.9492 2.6113 -1.3885
C -2.4978 3.5598 -0.3283
C -1.5692 3.8265 0.8473
N -1.4062 2.6227 1.7159
H -1.8565 0.6084 -1.8003
H -3.0483 0.9986 -0.7689
H -2.4995 2.7651 -2.3170
H -0.8978 2.8300 -1.5957
H -3.4529 3.1718 0.0436
H -2.7134 4.5166 -0.8035
H -1.9714 4.6566 1.4291
H -0.5801 4.1202 0.4905
H -2.3275 2.3815 2.0781
H -0.8657 2.9060 2.5309
S 2.8850 -2.5033 2.5780
C 2.7783 -2.8820 0.9232
C 1.8973 -2.0776 0.2625
C 1.2701 -1.1109 1.1019
C 1.7194 -1.2406 2.4064
C 1.2438 -0.4712 3.5514
C 1.8684 -0.5424 4.7965
C 1.3679 0.1792 5.8619
C 0.2307 0.9531 5.6673
C -0.3357 0.9788 4.4127
N 0.1488 0.3026 3.3600
H 3.3740 -3.6883 0.5230
H 1.6981 -2.1628 -0.7938
H 2.7476 -1.1601 4.9133
H 1.8511 0.1321 6.8282
H -0.2105 1.5265 6.4693
H -1.2378 1.5546 4.2403
S -0.1260 -0.7170 -2.4921
C 0.2811 -1.7765 -3.7477
N -0.2055 -1.6745 -4.9803
C 0.2864 -2.7221 -5.8777
C 1.2228 -3.5307 -4.9580
N 1.1044 -2.8186 -3.6819
H -0.8402 -0.9534 -5.2715
H 0.8100 -2.2877 -6.7278
H -0.5417 -3.3210 -6.2537
H 2.2533 -3.5263 -5.3094
H 0.9009 -4.5652 -4.8497
H 1.6190 -3.0851 -2.8635
```


2.
Molecular formula: C2HClFN
Method: DFT, ωB97M-V with the def2-TZVPD basis set

## Properties
Spin multiplicity: 1
Energy relative to the best compared isomer or geometry (same formula, charge and spin) in kcal/mol: 7.1
Total energy in a.u.: -691.58182
Total charge: 0
LUMO energy in eV: 0.57
HOMO-LUMO gap in eV: 12.76
E_HOMO in eV: -12.2
Structure (SMILES): N#C[C@H](F)Cl

The geometry in XYZ format:
```
6
C2HClFN, DFT ωB97M-V with the def2-TZVPD basis set
C 0.4077 0.0564 0.2081
C -0.1773 1.2262 -0.4256
H 1.0171 0.3174 1.0641
N -0.3730 2.1319 -1.0874
F 1.1639 -0.5244 -0.8596
Cl -0.6037 -1.0716 0.9170
```


3.
Molecular formula: C29H26N5O3S2SeZn
Method: DFT, ωB97M-V with the def2-TZVPD basis set

## Properties
Spin multiplicity: 1
Energy relative to the best compared isomer or geometry (same formula, charge and spin) in kcal/mol: 19.3
Total energy in a.u.: -6597.50707
Total charge: -1
LUMO energy in eV: 2.37
HOMO-LUMO gap in eV: 6.76
E_HOMO in eV: -4.4

The geometry in XYZ format:
```
67
C29H26N5O3S2SeZn, DFT ωB97M-V with the def2-TZVPD basis set
Zn 0.7178 -0.0548 0.2066
N -0.0199 2.4413 3.5710
C 0.2180 2.1038 2.2759
S 1.8058 1.8098 1.7581
N -0.8530 2.1524 1.4786
N -0.7161 1.5398 0.3243
C -1.5650 1.6911 -0.6473
C -2.7174 2.6228 -0.5716
C -3.6271 2.5098 0.4804
C -4.6766 3.4046 0.6024
C -4.8305 4.4316 -0.3198
C -3.9368 4.5464 -1.3733
C -2.8890 3.6459 -1.5002
C -1.3643 0.7991 -1.7832
C -2.3290 0.6527 -2.7853
C -2.1553 -0.3190 -3.7487
C -1.0124 -1.1083 -3.7241
C -0.0843 -0.8731 -2.7285
N -0.2473 0.0531 -1.7903
H 0.6559 2.0607 4.2111
H -0.9809 2.3147 3.8528
H -3.5033 1.7067 1.1917
H -5.3756 3.3096 1.4243
H -5.6528 5.1306 -0.2277
H -4.0512 5.3474 -2.0936
H -2.1890 3.7418 -2.3226
H -3.2129 1.2734 -2.7603
H -2.9084 -0.4692 -4.5123
H -0.8531 -1.8931 -4.4497
H 0.8314 -1.4507 -2.6682
O -0.2687 -0.7855 3.9525
C -0.6551 -1.3872 2.9654
N -0.5234 -1.0023 1.6700
S -1.2856 -2.0042 0.6542
O -2.4897 -1.4192 0.1168
O -0.3666 -2.5289 -0.3255
C -1.7214 -3.2448 1.8600
C -2.3025 -4.4904 1.7491
C -2.5261 -5.2013 2.9223
C -2.1788 -4.6690 4.1602
C -1.5772 -3.4208 4.2507
C -1.3502 -2.7206 3.0803
H -2.5706 -4.8967 0.7824
H -2.9706 -6.1873 2.8694
H -2.3723 -5.2386 5.0608
H -1.2692 -2.9835 5.1915
C 5.6469 -4.8674 -3.7761
C 4.8216 -3.9975 -2.8621
C 4.8612 -2.6151 -2.9538
C 4.1864 -1.7999 -2.0480
C 4.2516 -0.3049 -2.1867
C 3.4673 -2.3914 -1.0013
Se 2.8233 -1.3011 0.4715
C 3.3565 -3.7911 -0.9353
C 2.5476 -4.4559 0.1438
C 4.0345 -4.5671 -1.8689
H 6.1436 -4.2738 -4.5436
H 5.0304 -5.6245 -4.2659
H 6.4136 -5.3926 -3.2017
H 5.4555 -2.1512 -3.7360
H 4.8228 -0.0120 -3.0693
H 4.7108 0.1297 -1.2980
H 3.2441 0.1092 -2.2543
H 1.5355 -4.0544 0.1582
H 2.9873 -4.2407 1.1189
H 2.5104 -5.5369 -0.0068
H 3.9656 -5.6496 -1.8021
```


4.
Molecular formula: C15H19Cl2N3O2
Method: DFT, ωB97M-V with the def2-TZVPD basis set

## Properties
Spin multiplicity: 1
Total energy in a.u.: -1817.55780
Total charge: 0
LUMO energy in eV: 0.09
HOMO-LUMO gap in eV: 8.47
E_HOMO in eV: -8.4

The geometry in XYZ format:
```
41
C15H19Cl2N3O2, DFT ωB97M-V with the def2-TZVPD basis set
C 1.8764 3.1236 -1.9206
H 1.3132 3.7900 -2.6840
H 2.7522 3.3338 -1.7195
H 1.2515 3.2413 -1.0706
C 1.6563 1.7354 -2.6111
C 0.3918 1.3269 -2.7833
O 0.0635 1.3395 -3.8837
N -0.5617 0.9266 -1.7526
N -0.1097 1.0283 -0.4638
C -0.7394 0.6000 0.5545
C -0.1839 0.5593 2.0346
H 0.3478 -0.2787 2.1916
H 0.3565 1.7511 1.8460
C -1.4104 0.8678 2.9682
N -2.3241 -0.3054 2.8433
C -3.4456 0.0596 3.3735
H -4.1037 0.8400 2.6160
H -4.0539 -0.8478 3.4848
H -3.6742 0.4733 4.3920
C -2.0499 -1.1103 1.8148
H -3.0865 -1.7452 1.5757
C -1.7746 -0.3734 0.5191
H -1.8569 -1.0542 -0.3166
H -2.6573 0.3504 0.3785
H -1.4905 -1.9893 1.7820
H -2.0667 1.8082 2.6004
H -1.0623 1.2983 3.8167
H -1.4905 0.5359 -1.8126
H 2.4655 1.5021 -3.3762
O 2.3823 0.9193 -1.3574
C 2.1606 -0.5967 -1.3682
C 2.4831 -1.1765 -0.3161
C 2.4327 -2.5336 -0.0270
C 1.9993 -3.1684 -1.2502
C 1.6933 -2.5989 -2.4026
C 1.7573 -1.4124 -2.3188
H 1.3770 -0.8482 -3.4963
H 1.5117 -3.1678 -3.0155
Cl 1.8526 -5.0149 -0.9796
H 2.8401 -3.1294 0.9059
Cl 3.1773 -0.0596 1.2285
```


5.
Molecular formula: C11H13BBrNSn
Method: DFT, ωB97M-V with the def2-TZVPD basis set

## Properties
Spin multiplicity: 1
Energy relative to the best compared isomer or geometry (same formula, charge and spin) in kcal/mol: 0.0
Total energy in a.u.: -3294.79277
Total charge: -2
LUMO energy in eV: 5.01
HOMO-LUMO gap in eV: 5.29
E_HOMO in eV: -0.3

The geometry in XYZ format:
```
28
C11H13BBrNSn, DFT ωB97M-V with the def2-TZVPD basis set
C -1.3846 -0.8531 -2.3045
C -1.5583 -1.9221 -1.3691
C -2.3196 -1.4043 -0.2334
H -1.1889 -2.9314 -1.5001
C -2.5420 0.0032 -0.5054
C -2.0476 0.2853 -1.8216
H -2.2633 1.1788 -2.4202
H -0.9740 -0.9179 -3.3016
H -2.7685 -1.9616 0.5870
H -3.1139 0.7026 0.0741
Sn -0.1203 -1.4660 0.9561
Br 1.3286 -3.5133 1.4472
C 2.2675 1.5090 -0.3853
C 1.5907 2.3580 -1.3051
C 1.5223 1.6749 -2.5704
H 1.1205 3.3008 -1.0207
C 2.0969 0.3778 -2.3626
C 2.6013 0.2984 -1.0354
H 2.8736 -0.6540 -0.4921
H 2.3319 1.6471 0.7117
H 0.9507 1.9618 -3.4541
H 1.9933 -0.5102 -3.0224
B -0.0169 0.0555 4.7511
C -0.1077 0.2773 3.3006
N -0.2233 0.4387 2.1260
H 0.9824 -0.5858 4.9979
H -1.0031 -0.5831 5.0264
H -0.0277 1.2337 5.1258
```


6.
Molecular formula: C5H10N
Method: DFT, ωB97M-V with the def2-TZVPD basis set

## Properties
Spin multiplicity: 3
Energy relative to the best compared isomer or geometry (same formula, charge and spin) in kcal/mol: 65.2
Total energy in a.u.: -250.75542
Total charge: +1
LUMO energy (alpha / beta) in eV: -4.95 / -9.50
HOMO-LUMO gap (alpha / beta) in eV: 6.27 / 6.99
E_HOMO (alpha / beta) in eV: -11.2 / -16.5

The geometry in XYZ format:
```
16
C5H10N, DFT ωB97M-V with the def2-TZVPD basis set
C 2.6218 0.7844 0.0879
C 0.4638 -0.3507 -0.3343
C 0.2369 -1.7605 0.1729
C -1.6339 0.8808 0.3732
C -0.6565 0.4733 -0.7707
N 1.5582 0.2096 -0.0779
H 2.9365 1.3141 1.0831
H 3.3199 0.8520 -0.6413
H -0.7755 -2.0853 -0.1036
H 0.9721 -2.4294 -0.3315
H 0.4415 -1.5704 1.3158
H -1.1294 1.4410 1.0531
H -2.3227 1.5528 -0.0979
H -2.1428 0.1545 0.9304
H -1.2354 -0.1620 -1.5669
H -0.3051 1.3385 -1.2574
```


7.
Molecular formula: C5H8N2S
Method: DFT, ωB97M-V with the def2-TZVPD basis set

## Properties
Spin multiplicity: 1
Energy relative to the best compared isomer or geometry (same formula, charge and spin) in kcal/mol: 78.0
Total energy in a.u.: -702.90566
Total charge: 0
LUMO energy in eV: 0.44
HOMO-LUMO gap in eV: 9.04
E_HOMO in eV: -8.6
Structure (SMILES): C#C/C(CNC)=N/S

The geometry in XYZ format:
```
16
C5H8N2S, DFT ωB97M-V with the def2-TZVPD basis set
C -0.5615 1.5666 -0.9098
C -0.0716 0.1149 0.9743
C 0.3215 -1.0915 0.1472
C 1.7275 -1.2870 -0.0728
C 2.9263 -1.3886 -0.2299
H -0.4105 0.7829 -1.6408
H 0.3842 2.0919 -0.8010
H -1.3142 2.2650 -1.2782
H -1.3022 1.6848 1.0112
H -0.5423 -0.2572 1.9385
H 0.8570 0.6907 1.2232
H -2.3321 -0.6864 0.2011
H 3.9628 -1.4864 -0.3959
N -1.0531 0.9671 0.3185
N -0.4525 -1.9987 -0.3314
S -2.1395 -1.9681 -0.1544
```